[1]
A cluster of 2 separate species, C3H8NO in total. Source: the Open Molecules 2025 dataset; level of theory: ωB97M-V/def2-TZVPD.

Structure (XYZ):
```
13
Properties=species:S:1:pos:R:3:forces:R:3
O -1.90042 -0.87889 -0.88710 0.0661 0.2676 0.5104
N 0.03860 0.17530 0.73238 0.4323 -0.8876 0.0376
C 1.02143 0.86373 -0.07964 -0.4994 -0.0165 -0.6132
C 1.13272 0.58760 -1.37265 -0.4813 1.0891 0.5156
C 0.40212 -0.31799 1.85384 -0.5702 0.8282 -0.2788
H -2.70645 -1.35491 -0.66026 -0.0198 -0.0661 -0.2523
H 0.36228 0.04137 -1.88452 0.1737 -0.6140 -0.0833
H -0.87098 -0.14375 0.30140 0.4441 0.3905 -0.0596
H 1.41313 -0.11142 2.17959 -0.0141 -0.1383 0.2872
H -0.33437 -0.83132 2.45476 0.1478 -0.2735 0.0749
H 1.54740 1.63591 0.46282 0.3952 -0.2622 0.0102
H 1.84976 1.11672 -1.98120 0.1415 -0.0641 0.0339
H -1.58106 -1.19185 -1.73519 -0.2159 -0.2533 -0.1825
```
Positions in Å, forces in eV/Å.

Results
Molar mass, g mol⁻¹: 74.10
E_LUMO, eV: -5.06
Total charge: +1
Gap between HOMO and LUMO, eV: 10.0
HOMO level, eV: -15.1
Relative energy (zero: lowest compared OMol25 entry of this formula, charge and spin), kcal/mol: 19.9
Energy, eV: -6770.305

---

[2]
The ion C7H16NS with charge +1. Source: the Open Molecules 2025 dataset; level of theory: ωB97M-V/def2-TZVPD.

Structure (XYZ):
```
25
Properties=species:S:1:pos:R:3:forces:R:3
S 3.18428 -1.86709 1.37321 1.6699 -2.4373 -1.2445
N -1.14392 0.44462 0.32703 1.7317 1.5857 -0.5782
C 1.39147 -0.21614 -0.24127 1.4489 -0.4000 -0.5657
C 1.47374 1.32031 -0.39772 1.7956 -1.8496 -3.6753
C 1.85127 -0.83648 -1.62335 -0.3395 0.6219 -0.7178
C -3.67733 0.67595 0.65796 -0.9376 -1.5791 2.3384
C 2.43119 -0.49589 0.91753 -3.6685 2.9409 -0.3884
C -2.49912 -0.17667 0.22929 -0.7560 -3.5280 -0.5235
C -0.09719 -0.63616 0.12864 2.1681 2.0043 -0.5637
H 3.59950 -2.53610 0.09115 -1.0272 1.4386 2.0274
H -0.81107 1.22880 -0.36769 -1.6296 -1.5786 1.3983
H 2.27935 0.36547 1.68423 0.7934 -1.9912 -0.8789
H 1.14572 1.47528 -1.42586 -0.7336 0.6512 0.0540
H 1.04032 -0.65781 -2.37806 0.5425 0.0858 0.6693
H -3.90890 1.42999 -0.01364 -0.7000 1.2346 -1.6253
H 2.75502 -0.25669 -2.02457 -1.0082 -1.1195 0.7517
H -3.42280 1.24171 1.59698 -0.3151 -0.8015 -0.5020
H -0.14038 -1.26499 0.94378 -0.3884 -1.8372 1.4900
H -2.43166 -1.04497 1.04834 -0.0212 1.6058 -2.0757
H -4.64965 -0.01066 0.87728 2.5016 1.6825 -0.6168
H -2.60007 -0.69044 -0.85445 0.2386 1.2924 2.6205
H 0.92854 1.78266 0.30248 -2.0193 2.1237 2.5361
H -1.13104 0.86989 1.28874 0.3514 -0.2700 -0.9441
H 1.97198 -1.94322 -1.69525 0.2733 0.8426 0.5654
H 2.46075 1.79864 -0.44476 0.0293 -0.7182 0.4489
```
Positions in Å, forces in eV/Å.

Results
Molar mass, g mol⁻¹: 146.28
E_LUMO (spin up / spin down), eV: -3.70 / -4.91
Total charge: +1
Gap between HOMO and LUMO (spin up / spin down), eV: 9.5 / 6.0
HOMO level (spin up / spin down), eV: -13.2 / -10.9
Relative energy (zero: lowest compared OMol25 entry of this formula, charge and spin), kcal/mol: 137.1
Energy, eV: -19831.823

---

[3]
An isolated molecule of C6H10N2O3S. Source: the Open Molecules 2025 dataset; level of theory: ωB97M-V/def2-TZVPD.

Structure (XYZ):
```
22
Properties=species:S:1:pos:R:3:forces:R:3
S -1.45121 -0.46894 2.20725 1.5680 -0.4229 1.5881
O -2.13026 0.48534 3.03036 0.3452 0.1486 -0.2578
O -0.29855 -1.15513 2.76098 -0.3826 0.8999 -0.1285
O -2.20347 -1.24898 1.31654 -1.5627 -0.7790 -1.2154
N 0.84201 1.27361 -0.53003 3.0826 3.3501 -0.0532
N -0.58388 0.62724 1.03603 -2.7389 3.4459 5.2978
C -0.14696 -0.87287 -0.79427 -1.7989 2.3031 4.2096
C 0.87296 2.44850 0.38128 -1.5902 -1.3922 -0.6376
C 0.42791 -2.65946 -2.30370 -0.1090 -1.9172 1.1872
C 0.04393 0.33689 -0.04271 1.6442 -6.6222 -7.9602
C -0.23338 1.96997 1.44038 0.5789 0.7381 -1.7058
C 0.62130 -1.30295 -1.77016 1.5506 0.2603 -3.0634
H 0.52838 3.29860 -0.21574 -0.1691 0.1314 0.3695
H -1.05773 2.67312 1.33061 -0.4598 -0.2010 0.2012
H 1.32208 -3.36481 -1.93815 -2.0239 1.1969 -1.0439
H -0.02217 1.86171 2.47015 0.7729 0.5589 1.2284
H 1.61534 1.12370 -1.24836 -1.6838 -0.0261 1.5306
H -0.54073 -2.93448 -1.77201 1.3150 -0.6295 -0.7995
H 0.22947 -2.75248 -3.39006 0.5116 0.0829 0.5328
H 1.86895 2.67854 0.68593 0.6103 -0.0871 0.8475
H -0.96738 -1.42083 -0.33262 0.4816 -0.5909 -0.4956
H 1.26337 -0.59629 -2.32169 0.0580 -0.4479 0.3681
```
Positions in Å, forces in eV/Å.

Results
Molar mass, g mol⁻¹: 190.22
E_LUMO (spin up / spin down), eV: 0.21 / -4.01
2S+1: 3
Gap between HOMO and LUMO (spin up / spin down), eV: 6.1 / 5.3
HOMO level (spin up / spin down), eV: -5.9 / -9.3
Relative energy (zero: lowest compared OMol25 entry of this formula, charge and spin), kcal/mol: 0.0
Energy, eV: -26336.470

---

[4]
A structure of composition C11H18Cl2LuN2. Source: the Open Molecules 2025 dataset; level of theory: ωB97M-V/def2-TZVPD.

Structure (XYZ):
```
34
Properties=species:S:1:pos:R:3:forces:R:3
Lu 0.77415 -0.40218 0.17993 -1.3083 -0.5044 0.2201
Cl 1.73519 1.72842 0.99591 0.3772 1.1155 0.9698
Cl 0.52092 -2.77635 -0.34219 -0.1392 -1.3951 0.3712
N -0.24320 -0.58045 2.23302 -0.2135 0.0240 1.7129
N -0.60781 -0.07896 4.33892 -0.2501 -0.7512 0.1096
C 0.74577 0.30422 -2.04291 3.3039 0.8322 -3.2725
C -0.66748 -1.73815 2.87924 0.1435 0.9262 0.0196
C -0.90306 -1.44059 4.18789 0.2086 0.5262 -0.3292
C -1.84036 -0.10219 -3.50513 0.1348 0.2169 0.0316
C 2.18139 -0.19990 -1.37444 0.1756 0.1074 -0.9064
C -0.51463 -0.13256 -4.26977 0.0684 -0.0870 0.0515
C 0.62444 -0.57285 -3.35311 -0.3124 0.1410 0.8200
C -0.56606 0.48060 -1.45410 -2.6227 -1.1463 2.7789
C -0.68011 0.67360 5.57271 0.0684 0.1430 0.1478
C -1.68644 0.90610 -2.35178 -0.0895 -0.0713 -0.1234
C -0.20907 0.38961 3.14487 -0.1530 -0.5230 -0.2657
H -2.03792 -1.08776 -3.06885 0.0417 0.0516 -0.0342
H 0.12003 1.42375 2.97874 -0.1499 -0.6591 -0.0725
H -1.66635 0.54195 6.03074 0.1822 0.1061 -0.0748
H -0.51544 1.73764 5.35101 -0.0825 -0.3917 0.0915
H -1.46555 1.89948 -2.81275 -0.1314 -0.1207 -0.0170
H 1.02590 1.32300 -2.36265 0.4084 0.0891 -0.5486
H -2.68354 0.13631 -4.16428 0.0445 0.1711 -0.0828
H 2.86926 0.64327 -1.28879 -0.0140 -0.2535 -0.4841
H 2.53824 -1.06838 -1.93561 0.1180 0.4347 -0.0907
H 0.08956 0.33185 6.27756 -0.1799 0.1125 -0.1646
H -0.86704 0.55393 -0.37265 0.0562 0.7682 -0.8089
H -0.74197 -2.66857 2.33004 -0.0191 0.1688 0.1194
H -0.57503 -0.81000 -5.13281 0.0206 0.1698 -0.0039
H 0.42267 -1.58839 -2.98250 0.1274 0.0608 -0.2101
H -2.65251 1.02201 -1.81864 0.5641 -0.1280 -0.0318
H -0.27791 0.88422 -4.63316 -0.1971 -0.2486 -0.0728
H -1.24264 -2.05958 4.99585 -0.0174 0.0643 0.1862
H 1.58901 -0.56760 -3.87093 -0.1638 0.0506 -0.0360
```
Positions in Å, forces in eV/Å.

Results
Molar mass, g mol⁻¹: 424.15
E_LUMO, eV: 2.39
Total charge: -1
Gap between HOMO and LUMO, eV: 4.4
HOMO level, eV: -2.0
Relative energy (zero: lowest compared OMol25 entry of this formula, charge and spin), kcal/mol: 14.4
Energy, eV: -73346.719